{"formula": "C5H7N", "method": "ωB97M-V/def2-TZVPD", "symbols": ["C", "C", "C", "C", "C", "N", "H", "H", "H", "H", "H", "H", "H"], "xyz": [[1.13858, -0.61849, -0.19110], [0.68668, 0.39588, 0.83108], [-0.16363, 1.19470, -0.04828], [-0.12634, -0.38863, -1.04270], [-1.23901, -0.64147, -0.01523], [-0.80739, 0.38003, 0.96217], [1.24463, -1.64994, 0.16931], [2.05449, -0.32295, -0.70673], [1.21962, 0.77744, 1.69224], [-0.31230, 2.26985, -0.19796], [-0.20997, 0.65681, -1.47400], [-1.24889, -1.65404, 0.40998], [-2.23646, -0.39922, -0.38877]], "forces_ev_per_angstrom": [[0.114, 0.022, 0.079], [0.442, -0.047, 0.359], [-0.027, 0.136, 0.397], [-0.062, 0.901, 0.438], [-0.222, -0.065, 0.041], [-0.194, -0.126, 0.438], [-0.067, 0.173, -0.179], [-0.093, 0.034, 0.104], [-0.039, -0.078, 0.048], [0.047, -0.461, -0.088], [-0.041, -0.685, -1.531], [0.045, 0.165, -0.198], [0.097, 0.030, 0.093]], "mol_weight_g_mol": 81.1, "max_force_ev_per_a": 1.68, "gap_ev": 9.2, "homo_energy_ha": -0.2979, "smiles": "C1[C@H]2CN3[C@H]2[C@H]13", "e_above_lowest_kcal_mol": 135.5, "e_tot_ha": -249.2574, "multiplicity": 1}


{"formula": "C3H8N2O", "method": "ωB97M-V/def2-TZVPD", "symbols": ["C", "N", "C", "C", "N", "O", "H", "H", "H", "H", "H", "H", "H", "H"], "xyz": [[-1.07414, -0.83452, 1.77257], [-0.77868, -0.79520, 0.35631], [0.23371, 0.18412, 0.04502], [0.81771, 0.03833, -1.34758], [1.38804, 1.20804, -1.82381], [0.87865, -0.99642, -1.96170], [-0.25133, -1.30181, 2.31656], [-1.26820, 0.15495, 2.21186], [-1.95370, -1.45011, 1.96715], [-1.62125, -0.64673, -0.18044], [-0.12791, 1.21174, 0.20279], [1.05088, 0.03277, 0.76087], [0.95750, 2.07846, -1.55945], [1.74869, 1.11637, -2.76016]], "forces_ev_per_angstrom": [[-0.253, -0.089, 0.235], [0.069, -0.179, -0.033], [-0.332, -0.183, 0.310], [0.280, 0.488, -0.081], [-0.273, -0.499, 0.153], [-0.029, -0.200, 0.000], [0.100, 0.107, -0.026], [0.054, 0.030, 0.045], [0.014, 0.005, -0.152], [0.040, 0.019, -0.091], [0.137, 0.138, -0.048], [0.060, 0.088, -0.190], [0.186, 0.048, -0.062], [-0.051, 0.227, -0.058]], "mol_weight_g_mol": 88.1, "max_force_ev_per_a": 0.59, "gap_ev": 9.9, "homo_energy_ha": -0.3315, "smiles": "CNCC(N)=O", "e_above_lowest_kcal_mol": 18.9, "e_tot_ha": -303.8619, "multiplicity": 1}


{"formula": "C8H10N2", "method": "ωB97M-V/def2-TZVPD", "symbols": ["C", "C", "C", "C", "C", "C", "C", "C", "H", "H", "H", "H", "H", "H", "H", "H", "H", "H", "N", "N"], "xyz": [[0.63889, 1.13155, -2.38011], [0.75391, -0.17709, -1.46276], [-0.42934, -1.31944, -1.72403], [-1.54806, -1.23722, -0.54707], [-0.84286, -0.35975, 0.42305], [-0.29653, 0.62326, 2.40755], [1.06625, 0.92488, 1.87864], [0.45681, 0.01467, 0.00234], [-0.53997, 1.10899, -2.75654], [1.27146, 1.14653, -3.44735], [0.93288, 2.00202, -1.44695], [1.86210, -0.54721, -1.33551], [0.25725, -2.26266, -1.55471], [-0.86518, -1.27253, -2.77927], [-2.71472, -1.10182, -0.98483], [-1.51465, -2.26740, 0.03073], [-0.51877, 1.33323, 3.26342], [1.74424, 1.48622, 2.57058], [-1.18412, -0.22717, 1.68851], [1.36853, 0.62280, 0.71932]], "forces_ev_per_angstrom": [[-0.925, 0.308, 0.835], [-0.327, -1.315, -0.173], [2.036, -0.798, -0.379], [-0.576, -2.466, -1.410], [1.709, -0.239, 0.432], [1.302, -0.048, -1.809], [-4.381, 1.285, 6.605], [-1.355, 1.026, -2.100], [3.025, 0.767, 1.251], [-1.317, 0.011, 3.360], [-0.933, -1.887, -3.705], [-2.055, 0.202, -1.284], [-2.005, 1.284, -0.668], [0.736, -0.252, 1.515], [3.397, 0.188, 1.574], [-0.561, 1.758, -1.443], [-0.586, -2.042, -0.510], [-0.439, -0.513, -0.799], [1.176, 3.888, 2.636], [2.081, -1.157, -3.929]], "mol_weight_g_mol": 134.2, "max_force_ev_per_a": 8.03, "gap_ev": 9.1, "homo_energy_ha": -0.3268, "smiles": "C[C@@H]1CCc2nccnc21", "e_above_lowest_kcal_mol": 86.0, "e_tot_ha": -420.1926, "multiplicity": 1}